(1)
Entry from the OMol25 dataset: a molecular structure, C18H31AuN3OTa at a distorted geometry (the ωB97M-V functional and the def2-TZVPD basis).

The geometry in ORCA input format:
```
! RIJCOSX wB97M-V def2-TZVPD def2/J DEFGRID3
* xyz 2 1
N 0.209 1.987 -0.413
C 0.882 3.000 -0.198
O 1.519 3.969 0.009
Au -2.737 0.175 -2.234
Ta -0.536 0.192 -0.701
N 0.713 -0.685 -1.925
N -2.455 -0.295 -0.127
C 2.170 -0.553 -2.133
C -3.387 0.611 0.615
C 2.361 0.355 -3.349
C 2.755 -1.943 -2.380
C 2.860 0.066 -0.933
C -4.804 0.267 0.162
C -3.257 0.383 2.122
C -3.051 2.042 0.240
H 1.911 -0.077 -4.251
H 3.437 0.494 -3.529
H 1.900 1.336 -3.170
H 2.482 -2.628 -1.568
H 3.848 -1.862 -2.413
H 2.423 -2.367 -3.335
H 2.472 1.054 -0.676
H 3.923 0.189 -1.198
H 2.817 -0.586 -0.053
H -4.883 0.331 -0.930
H -5.496 0.990 0.614
H -5.088 -0.738 0.488
H -3.576 -0.627 2.409
H -3.933 1.096 2.620
H -2.239 0.566 2.493
H -2.013 2.320 0.475
H -3.724 2.700 0.811
H -3.238 2.199 -0.836
C -2.710 -1.758 0.099
H -1.866 -2.357 -0.277
H -2.831 -1.969 1.172
H -3.628 -2.049 -0.437
C 0.023 -1.478 -2.973
H -0.060 -2.539 -2.689
H -0.990 -1.077 -3.176
H 0.587 -1.391 -3.913
C 0.119 -0.663 1.090
C 1.275 -0.174 1.990
C 1.313 1.147 2.441
C 2.436 1.618 3.128
C 3.424 0.724 3.546
C 3.332 -0.628 3.191
C 2.285 -1.072 2.383
H 0.348 -1.661 0.664
H -0.822 -0.729 1.661
H 0.447 1.795 2.255
H 2.513 2.682 3.364
H 4.252 1.070 4.166
H 4.077 -1.340 3.556
H 2.212 -2.113 2.055
*
```

Summary:
Energy relative to the best compared isomer or geometry (same formula, charge and spin): 0.169 eV

---

(2)
Entry from the OMol25 dataset: a molecular structure, C18H31BBaF4NO10 at a distorted geometry (the ωB97M-V functional and the def2-TZVPD basis).

The geometry in ORCA input format:
```
! RIJCOSX wB97M-V def2-TZVPD def2/J DEFGRID3
* xyz -1 1
Ba 14.799 -8.719 20.406
B 13.842 -6.016 22.114
F 13.742 -6.318 20.715
F 13.802 -4.642 22.370
F 12.850 -6.697 22.766
F 15.095 -6.557 22.517
C 15.698 -10.935 24.684
C 15.085 -10.288 23.421
O 15.709 -10.409 22.315
O 14.089 -9.574 23.555
H 16.710 -10.524 24.711
H 15.643 -12.021 24.709
H 15.174 -10.540 25.553
C 10.401 -9.664 19.006
C 10.874 -9.382 20.419
O 9.991 -9.051 21.244
O 12.125 -9.255 20.614
H 11.204 -10.218 18.504
H 10.294 -8.725 18.456
H 9.427 -10.146 18.952
C 15.719 -15.695 20.863
C 14.824 -15.897 19.828
C 14.285 -14.794 19.187
C 14.683 -13.540 19.613
C 15.534 -13.347 20.675
C 16.070 -14.460 21.337
N 14.129 -12.329 19.008
O 14.274 -11.265 19.556
O 13.454 -12.480 17.992
H 16.163 -16.551 21.367
H 14.426 -16.848 19.499
H 13.495 -14.928 18.463
H 15.881 -12.361 20.956
H 16.787 -14.421 22.142
C 17.684 -10.678 19.122
O 16.465 -10.029 18.721
C 16.221 -10.132 17.315
C 15.493 -8.899 16.783
O 14.355 -8.634 17.603
C 13.275 -8.088 16.839
H 18.479 -9.935 19.026
H 17.943 -11.545 18.504
H 17.482 -11.030 20.133
H 15.670 -11.062 17.152
H 17.116 -10.263 16.694
H 15.079 -9.229 15.827
H 16.252 -8.120 16.702
H 13.571 -7.082 16.541
H 12.391 -8.077 17.471
H 13.038 -8.726 15.985
C 18.342 -8.582 22.567
O 17.950 -8.226 21.255
C 18.343 -6.910 20.936
C 18.001 -6.759 19.474
O 16.623 -6.928 19.262
C 16.003 -5.755 18.649
H 18.143 -9.639 22.685
H 17.816 -7.949 23.297
H 19.372 -8.273 22.804
H 19.434 -6.773 20.985
H 17.937 -6.175 21.635
H 18.538 -7.577 18.971
H 18.398 -5.891 18.941
H 16.687 -5.491 17.839
H 15.977 -5.069 19.496
H 15.003 -5.823 18.228
*
```

---

(3)
Entry from the OMol25 dataset: a molecular structure, C18H31Ge2I2Li (the ωB97M-V functional and the def2-TZVPD basis).

The geometry in ORCA input format:
```
! RIJCOSX wB97M-V def2-TZVPD def2/J DEFGRID3
* xyz 0 1
Li -0.565 -0.998 -0.067
C 1.500 2.777 2.896
C 2.294 3.131 1.631
Ge 1.410 2.447 0.023
C 2.294 3.068 -1.610
C 1.503 2.662 -2.860
C -0.327 3.316 0.003
C -1.623 2.956 -0.007
Ge -2.070 0.991 -0.016
C -3.225 0.651 -1.649
C -4.670 1.132 -1.868
C -3.146 0.613 1.663
C -4.582 1.080 1.962
C -2.680 4.033 -0.020
C -4.029 3.689 -0.056
C -5.039 4.645 -0.072
C -4.719 5.993 -0.053
C -3.378 6.365 -0.020
C -2.381 5.403 -0.004
H 1.983 3.155 3.800
H 1.392 1.694 3.014
H 0.491 3.194 2.856
H 3.310 2.728 1.685
H 2.392 4.216 1.532
H 3.312 2.670 -1.647
H 2.385 4.157 -1.552
H 1.385 1.576 -2.928
H 1.994 2.993 -3.778
H 0.498 3.090 -2.845
H -0.096 4.390 0.000
H -3.205 -0.443 -1.743
H -2.592 1.012 -2.469
H -5.320 0.884 -1.023
H -5.111 0.669 -2.758
H -4.721 2.212 -2.011
H -2.477 0.959 2.459
H -3.118 -0.482 1.733
H -4.632 2.156 2.133
H -4.977 0.594 2.860
H -5.270 0.849 1.144
H -4.292 2.644 -0.073
H -6.076 4.330 -0.099
H -5.498 6.745 -0.066
H -3.107 7.415 -0.006
H -1.352 5.736 0.021
I -2.593 -3.162 -0.045
C -0.919 -4.449 -0.088
I 0.957 -3.454 -0.116
H -0.973 -5.041 -0.989
H -0.938 -5.056 0.805
C 1.681 0.502 0.068
H 1.250 0.087 0.987
H 2.758 0.303 0.071
H 1.243 0.035 -0.822
*
```

---

(4)
Entry from the OMol25 dataset: 3 unconnected molecules or ions with the total composition C18H31N2O6 at a distorted geometry (the ωB97M-V functional and the def2-TZVPD basis).

The geometry in ORCA input format:
```
! RIJCOSX wB97M-V def2-TZVPD def2/J DEFGRID3
* xyz 1 1
C 3.266 -0.744 2.199
C 2.001 -1.216 1.316
C 1.594 -0.148 0.197
C 1.373 1.336 0.729
C -0.086 1.638 1.258
C -0.442 0.964 2.650
C -2.022 0.819 2.874
C -2.711 -0.096 1.810
N -2.136 -0.755 0.757
C -3.225 -1.405 0.087
C -4.425 -1.117 0.829
N -4.087 -0.271 1.932
H 4.152 -0.552 1.521
H 3.028 0.133 2.859
H 3.552 -1.624 2.851
H 2.382 -2.130 0.754
H 1.146 -1.582 1.950
H 2.475 -0.095 -0.519
H 0.715 -0.471 -0.451
H 2.170 1.664 1.466
H 1.527 2.016 -0.170
H -0.132 2.762 1.432
H -0.867 1.428 0.468
H 0.108 0.003 2.857
H -0.109 1.685 3.463
H -2.253 0.532 3.935
H -2.436 1.868 2.732
H -1.136 -0.750 0.540
H -3.123 -2.015 -0.840
H -5.445 -1.490 0.553
H -4.721 0.093 2.640
C -2.050 -4.822 -4.456
C -2.973 -5.088 -3.277
C -4.328 -5.588 -3.685
O -5.151 -5.158 -2.602
C -4.589 -4.018 -2.130
O -5.141 -3.236 -1.415
O -3.311 -3.877 -2.583
H -2.385 -5.346 -5.354
H -1.970 -3.757 -4.677
H -1.045 -5.188 -4.241
H -2.492 -5.763 -2.562
H -4.356 -6.671 -3.798
H -4.699 -5.122 -4.602
C 3.477 5.877 -1.079
C 3.683 5.017 0.160
C 5.055 5.154 0.751
O 5.233 3.901 1.402
C 4.523 2.991 0.683
O 4.649 1.806 0.765
O 3.639 3.619 -0.155
H 4.211 6.684 -1.134
H 3.529 5.287 -1.995
H 2.495 6.353 -1.050
H 2.902 5.221 0.899
H 5.124 5.981 1.458
H 5.839 5.262 -0.004
*
```

Summary:
Energy relative to the best compared isomer or geometry (same formula, charge and spin): 0.000 eV

---

(5)
Entry from the OMol25 dataset: 2 unconnected molecules or ions with the total composition C18H31N3O4 at a distorted geometry (the ωB97M-V functional and the def2-TZVPD basis).

The geometry in ORCA input format:
```
! RIJCOSX wB97M-V def2-TZVPD def2/J DEFGRID3
* xyz 0 1
C -4.087 3.858 -0.589
C -3.124 2.728 -0.287
C -3.348 2.086 1.053
O -1.758 3.339 -0.336
C -0.769 2.428 -0.434
O -0.912 1.222 -0.562
N 0.465 3.166 -0.302
N 1.492 2.620 -0.779
C 2.731 3.347 -0.554
O 2.952 4.187 0.287
O 3.602 2.857 -1.454
C 4.944 3.505 -1.393
C 5.566 3.219 -2.746
C 5.753 2.987 -0.233
H -5.117 3.486 -0.631
H -4.033 4.621 0.198
H -3.874 4.328 -1.553
H -3.168 1.971 -1.088
H -4.346 1.638 1.104
H -2.613 1.296 1.236
H -3.272 2.858 1.833
H 4.784 4.589 -1.264
H 6.542 3.704 -2.850
H 5.702 2.136 -2.868
H 4.927 3.587 -3.556
H 6.747 3.452 -0.240
H 5.275 3.232 0.723
H 5.882 1.897 -0.325
C -0.029 -1.857 1.423
C -0.865 -2.865 0.994
N -1.325 -2.927 -0.273
C -2.267 -3.924 -0.733
C -2.584 -3.546 -2.186
C -1.598 -2.439 -2.584
C -0.804 -2.073 -1.319
C -1.330 -3.984 1.917
C -0.833 -3.847 3.361
C 0.563 -3.231 3.455
C 0.614 -1.854 2.758
H 0.164 -0.989 0.786
H -1.835 -4.937 -0.677
H -3.176 -3.934 -0.114
H -2.489 -4.422 -2.831
H -3.615 -3.185 -2.238
H -0.903 -2.789 -3.350
H -2.116 -1.553 -2.957
H -0.903 -1.003 -1.075
H 0.274 -2.263 -1.475
H -0.993 -4.955 1.510
H -2.430 -4.047 1.934
H -0.848 -4.832 3.841
H -1.544 -3.212 3.903
H 0.853 -3.134 4.505
H 1.289 -3.902 2.979
H 0.131 -1.103 3.406
H 1.659 -1.535 2.649
*
```

Summary:
SMILES: CC(C)OC(=O)/N=N/C(=O)OC(C)C.C1=C(N2CCCC2)CCCC1
Energy relative to the best compared isomer or geometry (same formula, charge and spin): 0.000 eV

---

(6)
Entry from the OMol25 dataset: a single C18H31N5O3S molecule (the ωB97M-V functional and the def2-TZVPD basis).

The geometry in ORCA input format:
```
! RIJCOSX wB97M-V def2-TZVPD def2/J DEFGRID3
* xyz 0 1
C 1.630 3.327 -0.163
C 2.418 2.771 -1.339
N 1.846 1.555 -1.911
C 2.549 1.202 -3.142
C 1.960 -0.044 -3.785
C 1.979 -1.223 -2.813
C 1.258 -0.797 -1.556
O 1.303 -1.879 -0.606
N 0.230 -1.820 0.251
C 0.269 -1.193 1.452
O 1.246 -0.613 1.890
C -1.074 -1.258 2.168
C -1.636 0.168 2.271
N -1.450 0.974 1.068
C -1.887 0.592 -0.151
O -2.541 -0.427 -0.329
C -1.529 1.533 -1.283
C -2.210 1.229 -2.577
C -2.128 1.986 -3.713
N -2.789 1.480 -4.790
N -3.371 0.367 -4.541
S -3.148 -0.129 -2.972
C -0.993 -2.001 3.527
C -0.155 -1.264 4.575
C -0.372 -3.378 3.275
C -2.414 -2.194 4.065
C 1.897 0.449 -0.962
H 2.053 4.284 0.145
H 0.589 3.498 -0.444
H 1.663 2.667 0.705
H 2.446 3.519 -2.134
H 3.462 2.594 -1.031
H 2.480 2.047 -3.829
H 3.621 1.034 -2.934
H 0.930 0.165 -4.090
H 2.523 -0.286 -4.688
H 1.500 -2.103 -3.245
H 3.010 -1.492 -2.561
H 0.207 -0.603 -1.800
H -0.626 -2.203 -0.121
H -1.764 -1.831 1.546
H -2.701 0.116 2.497
H -1.141 0.707 3.076
H -0.818 1.755 1.118
H -1.778 2.553 -0.976
H -0.443 1.523 -1.437
H -1.595 2.919 -3.817
H -0.614 -0.320 4.875
H -0.081 -1.882 5.472
H 0.849 -1.057 4.209
H -0.932 -3.931 2.517
H 0.663 -3.293 2.941
H -0.380 -3.968 4.194
H -3.046 -2.712 3.339
H -2.388 -2.793 4.977
H -2.889 -1.243 4.313
H 2.934 0.202 -0.676
H 1.377 0.720 -0.047
*
```

Summary:
SMILES: CCN1CCC[C@@H](ONC(=O)[C@H](CNC(=O)Cc2cnns2)C(C)(C)C)C1
Energy relative to the best compared isomer or geometry (same formula, charge and spin): 0.066 eV

---

(7)
Entry from the OMol25 dataset: 2 unconnected molecules or ions with the total composition C18H31NO4Si2 at a distorted geometry (the ωB97M-V functional and the def2-TZVPD basis).

The geometry in ORCA input format:
```
! RIJCOSX wB97M-V def2-TZVPD def2/J DEFGRID3
* xyz 0 1
C 0.318 5.793 -1.375
C 0.395 5.426 0.255
C 1.977 5.132 0.574
C 2.304 4.682 2.116
C 2.190 3.075 2.414
C 2.821 2.101 1.259
C 4.112 2.280 0.542
O 4.979 3.431 0.838
C 5.169 4.295 -0.349
N 5.515 4.969 -1.426
C 4.544 1.137 -0.572
O 5.189 1.375 -1.718
C 4.103 -0.414 -0.258
C 2.812 -0.615 0.479
C 1.935 0.733 0.883
O 0.602 0.687 0.940
H -0.782 6.029 -1.727
H 0.787 4.877 -1.967
H 1.022 6.729 -1.564
H -0.304 4.489 0.392
H -0.035 6.380 0.826
H 2.385 4.410 -0.253
H 2.544 6.169 0.407
H 1.516 5.248 2.812
H 3.359 5.084 2.430
H 1.067 2.744 2.646
H 2.788 2.859 3.421
H 4.792 -1.297 -0.622
H 2.506 -1.718 0.721
C -2.076 -5.333 -2.129
Si -3.544 -4.369 -1.445
C -3.831 -2.844 -2.523
C -5.057 -5.466 -1.609
O -3.218 -3.889 0.142
Si -2.036 -2.942 0.890
C -2.245 -2.798 2.749
C -2.084 -1.193 0.183
C -0.332 -3.681 0.569
H -1.202 -4.684 -2.234
H -2.314 -5.746 -3.113
H -1.817 -6.159 -1.459
H -4.605 -2.212 -2.077
H -4.156 -3.139 -3.523
H -2.915 -2.262 -2.616
H -5.956 -4.950 -1.261
H -4.943 -6.391 -1.037
H -5.211 -5.738 -2.663
H -3.202 -2.337 3.007
H -1.447 -2.170 3.162
H -2.184 -3.776 3.233
H -1.790 -1.197 -0.871
H -1.396 -0.537 0.729
H -3.095 -0.784 0.256
H -0.081 -3.625 -0.493
H -0.308 -4.731 0.877
H 0.434 -3.137 1.130
*
```

Summary:
SMILES: CCCCCC1=C(OC#N)C(=O)C=CC1=O.C[Si](C)(C)O[Si](C)(C)C

---

(8)
Entry from the OMol25 dataset: a molecular structure, C18H32Br2F9N5O3P at a distorted geometry (the ωB97M-V functional and the def2-TZVPD basis).

The geometry in ORCA input format:
```
! RIJCOSX wB97M-V def2-TZVPD def2/J DEFGRID3
* xyz 1 1
C -3.069 -0.415 2.510
C -2.362 1.073 2.792
N -1.727 1.215 4.137
P -0.588 -0.219 4.176
N 0.149 -0.510 2.763
C -2.581 0.904 5.359
Br -1.846 -0.191 6.937
C -3.968 1.343 5.642
C -4.802 2.302 4.643
Br -4.955 0.819 7.357
C -1.052 2.528 4.444
F -1.935 3.584 3.798
F -1.246 2.877 5.904
C 0.399 2.858 3.847
F 0.433 4.373 3.710
F 0.590 2.422 2.412
C 1.758 2.512 4.628
F 2.438 1.227 4.262
F 2.762 3.549 4.156
C 1.810 2.626 6.247
F 3.267 2.556 6.642
F 1.135 1.551 7.005
F 1.356 3.985 6.713
H -4.115 -0.288 1.964
H -2.374 -1.024 1.774
H -3.274 -1.025 3.484
H -3.196 1.838 2.497
H -1.582 1.195 1.894
H 0.452 -0.078 5.159
H -1.330 -1.471 4.405
H 1.178 -0.486 2.884
H -4.377 3.371 4.445
H -5.026 1.683 3.647
H -5.890 2.486 5.100
C -1.276 0.274 -1.177
O -2.017 0.946 -0.471
N 0.071 0.501 -1.366
C 0.882 -0.342 -2.219
C 0.696 1.618 -0.689
H -1.650 -0.599 -1.736
H 1.685 -0.783 -1.622
H 1.312 0.271 -3.017
H 0.285 -1.143 -2.665
H 0.572 1.495 0.391
H 0.201 2.544 -0.997
H 1.761 1.671 -0.934
C 1.835 -0.599 -5.772
O 1.767 -0.842 -4.574
N 0.915 0.133 -6.492
C 1.066 0.378 -7.912
C -0.241 0.676 -5.809
H 2.673 -0.964 -6.387
H 1.114 1.457 -8.082
H 0.202 -0.038 -8.437
H 1.978 -0.087 -8.297
H 0.099 1.342 -5.010
H -0.809 -0.146 -5.363
H -0.877 1.229 -6.505
C 1.124 -5.111 -4.152
O 0.383 -4.438 -3.445
N 2.471 -4.884 -4.340
C 3.282 -5.727 -5.194
C 3.096 -3.767 -3.664
H 0.750 -5.983 -4.711
H 4.085 -6.168 -4.597
H 3.712 -5.114 -5.991
H 2.685 -6.528 -5.639
H 2.972 -3.890 -2.584
H 2.601 -2.841 -3.972
H 4.161 -3.714 -3.908
*
```

---

Number 1: E_HOMO -14.269 eV, frontier orbital gap 4.90 eV. Number 2: E_HOMO -4.313 eV, frontier orbital gap 5.80 eV. Number 3: E_HOMO -6.565 eV, frontier orbital gap 5.44 eV. Number 4: E_HOMO -12.876 eV, frontier orbital gap 10.45 eV. Number 5: E_HOMO -6.638 eV, frontier orbital gap 5.44 eV. Number 6: E_HOMO -9.166 eV, frontier orbital gap 9.65 eV. Number 7: E_HOMO -9.966 eV, frontier orbital gap 7.85 eV. Number 8: E_HOMO -10.450 eV, frontier orbital gap 6.26 eV.